Entry 1:
Density functional theory data (wB97M-V/def2-TZVPD) for C38H40BF10N6PRbS2 as an isolated structure in a non-equilibrium geometry.

Results
ΔE to the lowest compared entry with this formula, charge and spin: 0.00 kcal per mole
LUMO level: 1.4502 eV
2S+1: 1
E_tot: -3986.08272 hartree
Charge: -1
Orbital gap: 5.18 eV

Element x y z (Å)
Rb 0.429 1.232 -0.169
C 1.713 2.063 3.175
C 1.515 3.440 3.029
C 2.697 4.008 2.533
C 3.616 2.958 2.372
C 3.020 1.763 2.745
H 1.009 1.359 3.602
H 0.671 4.009 3.397
H 2.869 5.058 2.381
H 4.665 3.077 2.112
H 3.511 0.806 2.895
C 0.071 5.626 -0.162
N -0.923 5.045 -1.052
C -2.238 4.699 -0.721
C -2.779 4.137 -1.820
N -1.881 4.149 -2.866
B -2.216 3.579 -4.297
N -1.422 2.245 -4.475
C -0.816 1.915 -5.697
C -0.395 0.630 -5.665
N -0.727 0.120 -4.423
C -0.652 -1.266 -3.984
C -1.393 1.123 -3.714
S -2.123 0.840 -2.221
C -0.723 4.718 -2.410
S 0.691 5.029 -3.248
H -0.155 6.666 0.119
H 1.036 5.620 -0.742
H 0.150 5.037 0.760
H -2.643 4.893 0.268
H -3.755 3.705 -1.947
H -1.984 4.375 -5.153
H -3.393 3.393 -4.488
H -0.716 2.659 -6.491
H 0.082 0.085 -6.444
H -0.393 -1.951 -4.782
H -1.647 -1.504 -3.586
H 0.028 -1.396 -3.131
F 1.758 -1.005 -1.807
N 3.695 -0.484 -3.206
C 3.380 0.771 -3.916
C 2.848 1.785 -2.912
N 3.294 1.626 -1.529
C 4.401 0.724 -1.212
C 4.811 -0.326 -2.248
H 3.933 -1.235 -3.886
H 2.615 -0.767 -2.448
H 2.611 0.560 -4.662
H 4.268 1.141 -4.439
H 1.764 1.694 -2.898
H 3.048 2.817 -3.214
H 3.544 2.550 -1.162
H 4.129 0.158 -0.320
H 5.293 1.308 -0.927
H 4.994 -1.268 -1.748
H 5.743 -0.023 -2.744
F -6.921 -3.120 4.399
C -6.930 -2.309 3.302
F -7.668 -1.193 3.638
F -7.598 -2.964 2.303
C -5.523 -1.980 2.891
C -4.484 -2.870 3.122
C -3.180 -2.651 2.733
C -2.771 -1.478 2.067
C -3.803 -0.548 1.834
C -5.099 -0.777 2.258
P -1.097 -1.230 1.547
C -0.174 -1.425 3.053
C -0.709 -1.199 4.331
C 0.068 -1.287 5.472
C 1.438 -1.621 5.432
C 1.966 -1.872 4.171
C 1.204 -1.785 3.033
C 2.244 -1.491 6.681
F 3.537 -1.827 6.430
F 2.176 -0.228 7.197
F 1.774 -2.315 7.675
C -0.838 -2.756 0.655
C -0.131 -3.877 1.123
C 0.152 -4.938 0.276
C -0.303 -5.006 -1.051
C -1.116 -3.956 -1.494
C -1.348 -2.875 -0.666
C 0.087 -6.102 -2.003
F 0.876 -7.029 -1.421
F 0.776 -5.605 -3.073
F -1.007 -6.725 -2.504
H -4.646 -3.844 3.606
H -2.419 -3.396 2.997
H -3.643 0.363 1.275
H -5.861 0.002 2.076
H -1.775 -0.989 4.441
H -0.408 -1.093 6.451
H 3.004 -2.141 4.027
H 1.687 -2.072 2.095
H 0.252 -3.950 2.136
H 0.746 -5.767 0.638
H -1.554 -3.989 -2.497
H -1.910 -2.057 -1.076

=====

Entry 2:
Density functional theory data (wB97M-V/def2-TZVPD) for C38H40CrN3O5S3 as an isolated structure in a non-equilibrium geometry.

Results
LUMO level (alpha / beta): 0.3534 / 0.3536 eV
2S+1: 2
<S²>: 0.775
E_tot: -4251.41285 hartree
Charge: 0
Orbital gap (alpha / beta): 6.47 / 6.77 eV

Element x y z (Å)
Cr 0.113 -0.205 -0.209
C -5.260 5.632 -1.616
O -4.638 4.431 -1.235
C -5.205 3.688 -0.231
C -6.376 3.994 0.437
C -6.844 3.157 1.444
C -6.142 2.019 1.788
C -4.959 1.710 1.138
C -4.487 2.525 0.119
N -3.309 2.290 -0.574
C -2.498 1.170 -0.490
N -3.140 -0.005 -0.541
C -2.645 -1.313 -0.410
C -1.285 -1.620 -0.487
C -0.993 -2.992 -0.493
C -1.961 -3.963 -0.344
C -3.296 -3.621 -0.166
C -3.642 -2.287 -0.219
O -4.932 -1.795 -0.083
C -5.947 -2.691 0.287
N -1.198 1.292 -0.442
C -0.771 2.607 -0.142
C -0.839 2.995 1.197
C -0.600 4.298 1.586
C -0.318 5.256 0.624
C -0.229 4.885 -0.704
C -0.423 3.563 -1.108
O -0.330 3.356 -2.455
C 0.055 2.089 -2.946
H -4.626 6.055 -2.393
H -5.323 6.334 -0.778
H -6.261 5.457 -2.024
H -6.946 4.872 0.173
H -7.756 3.410 1.963
H -6.510 1.361 2.561
H -4.392 0.842 1.437
H -2.887 3.126 -0.960
H -4.148 0.034 -0.627
H 0.035 -3.296 -0.649
H -1.687 -5.008 -0.344
H -4.037 -4.386 0.005
H -6.119 -3.448 -0.486
H -6.845 -2.083 0.409
H -5.715 -3.188 1.235
H -1.104 2.235 1.920
H -0.659 4.567 2.632
H -0.157 6.287 0.911
H -0.015 5.612 -1.473
H 0.301 2.253 -3.993
H -0.742 1.339 -2.882
H 0.944 1.713 -2.427
O -0.348 -0.155 1.992
S -0.433 -0.436 3.449
C 1.317 -0.162 4.094
C 2.365 -0.252 2.996
C 3.117 1.068 2.812
C 4.026 1.051 1.598
S 3.040 1.036 -0.013
O 1.639 1.277 0.438
C 3.529 2.702 -0.548
C 2.818 3.804 -0.115
C 3.171 5.063 -0.570
C 4.232 5.207 -1.451
C 4.926 4.092 -1.899
C 4.564 2.830 -1.458
C -0.463 -2.231 3.586
C 0.152 -3.013 2.620
C 0.050 -4.388 2.694
C -0.658 -4.978 3.732
C -1.269 -4.191 4.698
C -1.178 -2.815 4.626
H 1.459 -0.887 4.891
H 1.290 0.836 4.531
H 1.874 -0.471 2.039
H 3.067 -1.065 3.198
H 3.712 1.287 3.704
H 2.388 1.871 2.681
H 4.619 0.140 1.560
H 4.688 1.914 1.575
H 1.988 3.655 0.556
H 2.609 5.927 -0.251
H 4.511 6.191 -1.801
H 5.739 4.201 -2.603
H 5.068 1.940 -1.810
H 0.670 -2.541 1.795
H 0.513 -4.997 1.934
H -0.745 -6.052 3.786
H -1.825 -4.652 5.502
H -1.674 -2.189 5.353
S 1.705 -1.075 -1.323

=====

Entry 3:
Density functional theory data (wB97M-V/def2-TZVPD) for C38H40I2InN4O6Sb as an isolated structure.

Results
ΔE to the lowest compared entry with this formula, charge and spin: 22.09 kcal per mole
LUMO level: -0.4786 eV
2S+1: 1
E_tot: -3168.35197 hartree
Charge: 0
Orbital gap: 6.55 eV

Element x y z (Å)
In -0.975 0.614 -0.390
O -4.673 0.091 -3.132
C -5.195 -0.959 -2.464
C -6.267 -1.621 -3.062
C -6.844 -2.713 -2.449
C -6.367 -3.168 -1.221
C -5.313 -2.510 -0.623
C -4.707 -1.405 -1.227
C -3.573 -0.731 -0.555
O -2.874 0.122 -1.260
N -3.349 -1.019 0.694
N -2.307 -0.273 1.224
C -2.361 -0.091 2.480
C -1.417 0.730 3.255
C -0.974 0.146 4.446
C -0.096 0.798 5.292
C 0.353 2.062 4.944
C -0.096 2.656 3.776
C -1.004 2.031 2.925
O -2.931 2.483 1.570
H -3.910 0.415 -2.614
H -6.623 -1.253 -4.015
H -7.673 -3.217 -2.929
H -6.818 -4.025 -0.741
H -4.928 -2.836 0.334
H -3.159 -0.595 3.024
H -1.336 -0.842 4.704
H 0.230 0.326 6.209
H 1.045 2.593 5.584
H 0.254 3.648 3.522
I 1.240 3.263 -4.395
C 0.599 3.884 -2.507
C 0.628 5.259 -2.236
C 0.134 5.707 -1.040
I 0.181 7.773 -0.689
C -0.385 4.816 -0.084
C -0.972 5.211 1.177
C -1.477 4.315 2.026
C -1.534 2.844 1.726
N -0.806 2.501 0.537
C -0.365 3.442 -0.349
C 0.123 2.950 -1.607
O 0.085 1.646 -1.873
H 1.020 5.946 -2.971
H -1.003 6.263 1.427
H -1.912 4.626 2.968
H -3.427 3.300 1.450
C 6.180 -2.562 3.594
C 4.919 -2.226 2.850
C 4.263 -1.023 3.065
C 3.108 -0.679 2.376
C 2.455 0.633 2.689
C 2.596 -1.593 1.431
C 1.400 -1.312 0.656
O 0.722 -0.290 0.767
C 3.254 -2.821 1.196
C 2.765 -3.810 0.172
C 4.399 -3.114 1.913
H 6.312 -1.918 4.461
H 7.048 -2.434 2.944
H 6.172 -3.599 3.929
H 4.660 -0.327 3.796
H 3.025 1.160 3.453
H 1.439 0.485 3.048
H 2.368 1.273 1.810
H 1.081 -2.076 -0.058
H 2.752 -3.360 -0.820
H 1.758 -4.168 0.393
H 3.424 -4.676 0.147
H 4.905 -4.056 1.736
C -2.239 -2.801 -3.278
Sb -0.515 -1.747 -2.577
C 0.834 -3.344 -3.043
C -0.245 -0.589 -4.346
H -1.979 -3.282 -4.221
H -3.057 -2.106 -3.448
H -2.562 -3.555 -2.562
H 0.696 -3.604 -4.093
H 0.599 -4.216 -2.433
H 1.860 -3.035 -2.870
H 0.113 -1.227 -5.155
H 0.439 0.235 -4.161
H -1.212 -0.171 -4.625
C 3.271 1.336 -1.257
C 2.940 0.164 -2.140
N 3.181 0.340 -3.459
O 2.515 -0.902 -1.703
H 4.305 1.646 -1.406
H 3.116 1.056 -0.219
H 2.619 2.176 -1.503
H 3.251 1.278 -3.820
H 2.825 -0.364 -4.086

=====

Entry 4:
Density functional theory data (wB97M-V/def2-TZVPD) for C38H40MoN3S2Sb2 as an isolated structure.

Results
ΔE to the lowest compared entry with this formula, charge and spin: 0.00 kcal per mole
LUMO level (alpha / beta): -10.5408 / -9.8513 eV
2S+1: 3
<S²>: 2.248
E_tot: -2980.44775 hartree
Charge: +3
Orbital gap (alpha / beta): 4.47 / 5.16 eV

Element x y z (Å)
Mo -0.521 -0.706 0.439
C 2.762 -3.142 0.657
Sb 2.003 -1.400 1.585
C 1.838 -1.888 3.643
C 3.617 0.024 1.429
C 4.321 -0.159 0.113
C 5.426 -1.009 0.067
C 6.120 -1.229 -1.110
C 5.718 -0.584 -2.272
C 4.629 0.270 -2.237
C 3.916 0.492 -1.058
C 2.758 1.449 -1.091
Sb 0.922 0.487 -1.636
C 1.472 -0.677 -3.314
C -0.222 2.069 -2.460
H 3.606 -3.525 1.227
H 3.093 -2.885 -0.348
H 1.973 -3.891 0.620
H 2.802 -2.243 4.002
H 1.095 -2.674 3.771
H 1.543 -1.007 4.212
H 4.285 -0.194 2.262
H 3.206 1.020 1.578
H 5.761 -1.488 0.981
H 6.983 -1.881 -1.117
H 6.265 -0.727 -3.194
H 4.344 0.806 -3.136
H 2.891 2.195 -1.876
H 2.592 1.983 -0.157
H 1.951 -0.012 -4.031
H 0.587 -1.118 -3.765
H 2.172 -1.452 -3.014
H 0.364 2.537 -3.251
H -0.440 2.805 -1.688
H -1.147 1.678 -2.879
S -6.340 0.178 -3.690
C -6.770 -1.274 -4.454
C -5.975 -2.317 -4.075
C -5.000 -1.921 -3.137
C -5.066 -0.585 -2.817
C -4.230 0.159 -1.887
C -3.088 -0.439 -1.328
N -2.282 0.186 -0.470
C -2.555 1.463 -0.103
C -3.664 2.145 -0.603
C -3.896 3.500 -0.163
C -3.063 4.097 0.712
C -1.909 3.404 1.234
C -1.013 3.977 2.141
C 0.085 3.265 2.611
C 0.238 1.959 2.119
N -0.593 1.385 1.253
C -1.668 2.095 0.816
C 1.051 3.813 3.553
C 2.092 3.168 4.177
C 2.833 4.005 5.038
C 2.339 5.278 5.057
S 0.993 5.464 4.041
C -4.495 1.470 -1.502
H -7.592 -1.290 -5.154
H -6.093 -3.323 -4.449
H -4.292 -2.615 -2.703
H -2.821 -1.455 -1.587
H -4.759 4.027 -0.548
H -3.246 5.111 1.043
H -1.188 4.991 2.482
H 1.082 1.366 2.446
H 2.323 2.118 4.049
H 3.683 3.688 5.622
H 2.705 6.120 5.622
H -5.367 1.982 -1.893
C -0.190 -3.524 -2.041
C -0.948 -3.612 -0.763
C -1.670 -4.622 -0.216
C -2.212 -4.184 1.070
C -1.820 -2.921 1.256
C -2.102 -1.902 2.320
N -0.996 -2.530 0.120
H -0.205 -4.479 -2.561
H 0.853 -3.255 -1.859
H -0.631 -2.777 -2.706
H -1.818 -5.599 -0.653
H -2.831 -4.773 1.729
H -2.607 -2.365 3.168
H -2.781 -1.109 1.980
H -1.186 -1.465 2.754

=====

Entry 5:
Density functional theory data (wB97M-V/def2-TZVPD) for C38H40N10ORuSTe as an isolated structure.

Results
LUMO level: -14.5026 eV
2S+1: 1
E_tot: -2854.54389 hartree
Charge: +4
Orbital gap: 2.31 eV

Element x y z (Å)
Ru -1.310 -0.946 0.036
C -3.588 -1.869 1.622
C -4.235 -1.672 0.263
N -3.299 -1.009 -0.708
C -3.347 -1.646 -2.050
C -2.652 -2.997 -2.054
S -1.008 -2.863 -1.256
C -1.100 -4.120 0.050
C -2.167 -3.774 1.064
N -2.182 -2.321 1.436
H -4.160 -2.597 2.203
H -3.565 -0.940 2.187
H -5.139 -1.072 0.368
H -4.545 -2.628 -0.160
H -3.649 -0.059 -0.822
H -2.858 -0.966 -2.748
H -4.381 -1.770 -2.381
H -2.510 -3.353 -3.073
H -3.220 -3.757 -1.522
H -0.107 -4.140 0.498
H -1.277 -5.098 -0.397
H -2.041 -4.383 1.961
H -3.146 -4.028 0.662
H -1.721 -2.236 2.336
C 0.890 1.006 -4.831
N 0.249 0.930 -3.523
C 0.125 -0.087 -2.660
N -0.584 0.309 -1.606
C -0.861 1.618 -1.900
N -0.376 2.020 -3.042
C 2.152 1.846 -4.804
C 2.418 2.816 -5.801
C 3.594 3.573 -5.828
C 4.547 3.390 -4.859
C 4.294 2.422 -3.836
C 3.083 1.662 -3.830
C 5.211 2.181 -2.847
N 6.481 2.756 -2.643
N 6.995 2.222 -1.626
C 6.082 1.280 -1.114
O 4.982 1.275 -1.883
C 6.199 0.455 -0.026
C 7.386 0.448 0.773
C 7.444 -0.412 1.838
C 6.356 -1.247 2.122
C 5.174 -1.258 1.343
C 4.024 -2.192 1.668
N 2.734 -1.538 1.467
C 1.690 -1.864 0.693
N 0.698 -1.002 0.899
C 1.222 -0.152 1.837
N 2.443 -0.444 2.195
C 5.102 -0.410 0.282
H 0.166 1.425 -5.528
H 1.117 -0.010 -5.155
H 0.521 -1.075 -2.833
H -1.415 2.280 -1.258
H 1.680 2.983 -6.580
H 3.746 4.299 -6.615
H 5.470 3.957 -4.852
H 2.920 0.938 -3.043
H 8.208 1.109 0.528
H 8.322 -0.447 2.468
H 6.427 -1.909 2.979
H 4.082 -2.523 2.704
H 4.058 -3.077 1.030
H 1.688 -2.702 0.014
H 0.696 0.684 2.266
H 4.212 -0.371 -0.332
Te -1.925 1.368 1.384
C -1.878 1.193 3.475
C -2.298 2.304 4.203
C -2.322 2.238 5.588
C -1.916 1.080 6.240
C -1.478 -0.017 5.511
C -1.463 0.036 4.124
C -4.021 1.563 1.183
C -4.526 2.021 -0.033
C -5.899 2.147 -0.202
C -6.759 1.844 0.846
C -6.246 1.423 2.067
C -4.875 1.276 2.241
H -2.611 3.213 3.703
H -2.652 3.096 6.158
H -1.936 1.036 7.321
H -1.154 -0.914 6.023
H -1.102 -0.816 3.561
H -3.869 2.329 -0.839
H -6.293 2.514 -1.140
H -7.826 1.960 0.720
H -6.913 1.218 2.893
H -4.488 0.970 3.205

=====

- Which of these has the lowest E_tot?
  C38H40CrN3O5S3

=====

- What is the 2S+1 in the first record?
  1